# 1
{
  "formula": "CH11NO4",
  "method": "ωB97M-V/def2-TZVPD",
  "symbols": ["N", "C", "O", "H", "H", "H", "H", "H", "O", "H", "H", "O", "H", "H", "O", "H", "H"],
  "positions_angstrom": [[0.617, -1.055, 1.567], [2.158, -0.703, 1.628], [2.773, -0.996, 0.365], [0.335, -1.291, 2.483], [0.216, -0.147, 1.291], [2.617, -1.352, 2.344], [2.346, 0.258, 2.050], [2.008, -1.432, -0.156], [0.137, 0.519, -3.215], [-0.010, 1.121, -2.408], [1.111, 0.777, -3.571], [-3.625, 2.488, 1.235], [-2.793, 2.820, 1.576], [-3.295, 1.919, 0.437], [-1.495, -0.636, -1.159], [-1.364, -1.404, -0.719], [-0.763, -0.673, -1.869]],
  "forces_ev_per_angstrom": [[3.33, 1.98, -1.66], [-1.89, -2.40, -0.42], [-2.55, -0.09, -0.53], [-0.53, -0.16, 1.13], [-0.37, -0.79, 0.36], [0.03, -0.81, 0.56], [0.06, 1.29, -0.67], [1.88, 0.94, 1.17], [3.06, 2.09, 0.52], [0.48, -1.15, -1.90], [-3.53, -0.88, 1.43], [0.97, -1.72, -2.41], [0.15, 0.21, 0.25], [-1.10, 1.47, 2.14], [1.27, 3.58, -3.77], [0.47, -3.81, 2.49], [-1.73, 0.25, 1.29]],
  "lowdin_charge": [0.020, -0.280, -0.108, 0.031, 0.059, 0.088, 0.090, 0.114, -0.152, 0.070, 0.128, -0.101, 0.011, 0.086, -0.058, -0.046, 0.048],
  "smiles": "NCO.O.O.O",
  "relative_energy_kj_mol": 186.3,
  "spin_multiplicity": 1
}

# 2
{
  "formula": "CH11NO4",
  "method": "ωB97M-V/def2-TZVPD",
  "symbols": ["N", "C", "O", "H", "H", "H", "H", "H", "O", "H", "H", "O", "H", "H", "O", "H", "H"],
  "positions_angstrom": [[-1.300, -2.423, -1.532], [-0.116, -2.188, -0.814], [-0.161, -0.862, -0.186], [-1.402, -1.699, -2.237], [-2.147, -2.416, -0.982], [0.688, -2.154, -1.559], [0.074, -2.833, 0.057], [0.800, -0.670, -0.199], [2.088, 0.568, 0.697], [2.530, 1.045, -0.012], [2.104, 1.221, 1.405], [-1.271, 1.733, -0.247], [-1.422, 1.422, -1.144], [-1.189, 0.869, 0.202], [0.338, 2.395, 2.202], [-0.399, 2.837, 1.757], [0.785, 3.156, 2.593]],
  "forces_ev_per_angstrom": [[-0.65, -0.45, -0.53], [-0.21, 1.35, 0.80], [1.33, -0.73, -0.86], [0.00, -0.21, 0.02], [0.10, -0.06, 0.29], [0.14, -0.41, 0.43], [-0.18, -0.58, -0.88], [-0.81, 0.94, 0.84], [0.70, 0.15, -0.28], [0.00, -0.12, -0.17], [-0.59, -0.11, 0.22], [-0.27, -0.53, 0.24], [0.02, 0.28, -0.18], [0.29, 0.43, -0.03], [0.05, 0.81, 0.23], [-0.04, -0.52, -0.35], [0.10, -0.23, 0.20]],
  "lowdin_charge": [0.017, -0.329, -0.128, 0.076, 0.073, 0.119, 0.124, 0.044, -0.052, 0.051, 0.025, -0.079, 0.025, 0.018, -0.059, 0.034, 0.043],
  "smiles": "NCO.O.O.O",
  "relative_energy_kj_mol": 78.6,
  "spin_multiplicity": 1
}

# 3
{
  "formula": "CH11NO5",
  "method": "ωB97M-V/def2-TZVPD",
  "symbols": ["N", "C", "O", "H", "H", "H", "O", "H", "H", "O", "H", "H", "O", "H", "H", "O", "H", "H"],
  "positions_angstrom": [[-2.119, 0.112, 0.812], [-2.487, 0.776, -0.489], [-1.657, 1.024, -1.377], [-2.908, -0.308, 1.236], [-1.244, -0.345, 0.641], [-3.626, 1.167, -0.527], [1.308, -0.973, 1.697], [1.130, -1.354, 2.560], [0.865, -1.644, 1.181], [0.623, -2.078, -0.988], [1.001, -1.287, -1.490], [0.475, -2.696, -1.675], [2.271, 1.860, 0.897], [1.569, 1.313, 1.303], [2.673, 2.135, 1.719], [0.902, 0.443, -2.011], [0.143, 0.837, -2.354], [1.082, 1.019, -1.138]],
  "forces_ev_per_angstrom": [[-0.78, 3.07, -4.65], [0.89, 0.31, 1.00], [-2.71, -0.68, 2.52], [-0.28, -0.80, 0.52], [0.25, -0.77, 0.51], [2.37, -0.99, 0.08], [-0.33, -0.10, 0.62], [0.31, 0.40, 0.59], [0.00, -0.25, -1.36], [0.89, 1.86, 0.23], [-0.85, -0.76, 0.96], [-0.32, -1.17, -0.89], [-1.01, -0.51, 0.58], [0.22, -0.15, -0.75], [0.74, 0.52, 0.09], [3.29, 1.08, 3.70], [-2.23, 0.87, -0.81], [-0.44, -1.93, -2.95]],
  "lowdin_charge": [0.099, -0.275, -0.025, 0.053, 0.048, 0.152, -0.047, 0.043, -0.001, -0.082, 0.037, 0.009, -0.066, 0.017, 0.029, -0.085, -0.025, 0.119],
  "smiles": "NC=O.O.O.O.O",
  "relative_energy_kj_mol": 142.5,
  "spin_multiplicity": 1
}

# 4
{
  "formula": "CH11NO5",
  "method": "ωB97M-V/def2-TZVPD",
  "symbols": ["N", "C", "O", "H", "H", "H", "O", "H", "H", "O", "H", "H", "O", "H", "H", "O", "H", "H"],
  "positions_angstrom": [[0.628, -0.974, 0.668], [1.227, -1.419, 1.803], [2.017, -0.716, 2.403], [-0.067, -1.568, 0.256], [0.799, -0.168, 0.090], [0.751, -2.295, 2.258], [-2.128, -0.115, 0.633], [-1.726, 0.182, 1.461], [-1.885, 0.653, 0.092], [-1.085, -0.622, -1.910], [-1.669, -1.296, -1.549], [-1.260, -0.540, -2.852], [1.858, 0.551, -1.756], [1.139, -0.065, -1.942], [2.684, 0.088, -1.915], [-0.666, 3.070, 0.956], [-0.320, 2.206, 1.241], [-0.296, 3.029, 0.060]],
  "forces_ev_per_angstrom": [[-0.80, -1.61, -0.52], [-0.27, 2.74, 0.29], [0.43, -0.82, 0.15], [-0.18, -0.12, 0.06], [0.91, 0.24, 0.57], [0.25, -0.47, -0.34], [0.26, 0.86, 0.18], [-0.26, -0.55, 0.25], [-0.38, -0.35, -0.39], [0.47, 0.22, -0.09], [-0.16, 0.08, -0.09], [-0.19, -0.18, 0.03], [-0.24, 0.24, 0.07], [0.10, -0.12, -0.17], [-0.07, -0.12, 0.03], [0.56, -1.19, -0.63], [-0.19, 0.44, 0.64], [-0.24, 0.70, -0.03]],
  "lowdin_charge": [0.112, -0.402, -0.006, 0.066, 0.062, 0.126, -0.074, 0.038, 0.026, -0.051, 0.047, 0.058, -0.058, -0.001, 0.048, -0.057, 0.025, 0.042],
  "smiles": "NC=O.O.O.O.O",
  "relative_energy_kj_mol": 105.9,
  "spin_multiplicity": 1
}

# 5
{
  "formula": "CH11NSi4",
  "method": "ωB97M-V/def2-TZVPD",
  "symbols": ["C", "N", "Si", "Si", "Si", "Si", "H", "H", "H", "H", "H", "H", "H", "H", "H", "H", "H"],
  "positions_angstrom": [[0.871, 0.593, -1.449], [-0.878, -0.140, 1.998], [1.517, 1.073, 0.312], [-1.007, 0.484, -1.629], [0.789, -0.377, 1.936], [-1.827, -1.370, -0.513], [1.249, 1.320, -2.168], [1.320, -0.365, -1.725], [-1.403, -0.661, 2.687], [2.978, 1.118, 0.110], [1.144, 2.489, 0.453], [-1.701, 1.688, -1.152], [-1.398, 0.320, -3.055], [1.506, -0.107, 3.200], [1.254, -1.752, 1.581], [-1.190, -2.687, -0.432], [-3.225, -1.627, -0.154]],
  "forces_ev_per_angstrom": [[-0.48, -0.27, 0.57], [-1.45, -0.62, -1.93], [0.20, 0.15, -1.22], [0.84, 0.33, -0.60], [0.33, -0.53, 0.11], [0.64, 0.75, 2.55], [-0.09, 0.13, -0.01], [-0.06, -0.07, 0.01], [-0.13, -0.15, 0.04], [0.26, -0.12, 0.14], [-0.23, 0.18, 0.27], [-0.14, -0.05, 0.22], [-0.03, -0.11, 0.06], [0.07, 0.16, 0.23], [0.14, -0.03, -0.15], [0.35, -0.04, -0.19], [-0.22, 0.28, -0.09]],
  "lowdin_charge": [-0.591, -0.289, 0.438, 0.375, 0.161, 0.711, 0.012, 0.015, -0.077, -0.086, -0.075, -0.058, -0.083, -0.100, -0.096, -0.122, -0.134],
  "relative_energy_kj_mol": 275.7,
  "spin_multiplicity": 1
}

# 6
{
  "formula": "CH11O16S2Tl",
  "method": "ωB97M-V/def2-TZVPD",
  "symbols": ["Tl", "S", "O", "O", "O", "O", "S", "O", "O", "O", "O", "O", "C", "O", "O", "H", "O", "H", "H", "O", "H", "H", "O", "H", "H", "O", "H", "H", "O", "H", "H"],
  "positions_angstrom": [[5.783, 2.235, 1.332], [-3.421, -2.401, 1.101], [-2.361, -3.314, 1.523], [-2.895, -1.279, 0.278], [-4.446, -3.132, 0.402], [-4.019, -1.829, 2.309], [1.490, -0.269, 4.227], [2.350, 0.831, 3.684], [1.911, -1.554, 3.691], [1.511, -0.351, 5.676], [0.147, -0.056, 3.710], [0.786, -0.735, -0.602], [1.175, 0.523, -0.672], [0.341, 1.431, -0.365], [2.353, 0.778, -0.949], [-0.141, -0.571, -0.418], [1.789, -4.346, 0.371], [2.457, -4.450, -0.307], [1.514, -3.433, 0.299], [2.656, 4.706, 0.867], [2.565, 5.549, 1.312], [1.815, 4.575, 0.428], [3.637, -0.717, -4.533], [3.020, -0.173, -5.021], [3.535, -0.439, -3.623], [-3.803, -0.191, -3.169], [-3.432, -0.430, -2.320], [-4.737, -0.382, -3.085], [-3.873, 3.280, -1.685], [-4.574, 3.281, -2.336], [-3.134, 2.863, -2.128]],
  "forces_ev_per_angstrom": [[-1.23, -0.32, -0.07], [0.11, 0.99, -0.65], [0.68, -0.20, 0.34], [-0.10, -0.53, 0.27], [-0.93, -0.89, -1.30], [0.17, 0.67, 1.14], [1.09, -0.04, -0.07], [-0.23, -0.50, 0.37], [1.20, -1.05, -0.78], [0.04, 0.71, 0.88], [-1.68, 1.01, -0.34], [-0.59, -1.50, -0.38], [-0.17, 4.08, 1.27], [-0.19, -1.03, -0.60], [2.47, -0.51, -0.94], [-0.83, -0.73, 0.45], [0.15, -0.52, 0.03], [0.09, 0.07, -0.15], [-0.26, 0.51, 0.12], [0.67, 0.21, 0.05], [-0.09, 0.13, 0.15], [-0.36, -0.57, -0.18], [0.39, -0.15, -0.39], [-0.21, 0.09, 0.01], [-0.26, 0.10, 0.55], [-0.05, 0.26, -0.57], [0.23, -0.16, 0.58], [-0.13, -0.10, 0.16], [-0.17, 0.44, 0.12], [-0.13, -0.13, -0.12], [0.31, -0.34, 0.05]],
  "lowdin_charge": [0.939, 0.190, -0.233, -0.291, -0.341, -0.237, 0.176, -0.337, -0.294, -0.365, -0.212, 0.083, -0.910, -0.087, -0.105, 0.092, -0.055, 0.012, 0.028, -0.073, 0.019, 0.045, -0.067, 0.025, 0.023, -0.062, 0.023, 0.023, -0.056, 0.015, 0.031],
  "spin_multiplicity": 1,
  "total_charge": -2
}

# 7
{
  "formula": "CH11O4S",
  "method": "ωB97M-V/def2-TZVPD",
  "symbols": ["C", "S", "H", "H", "H", "H", "H", "O", "H", "H", "O", "H", "H", "O", "H", "H", "O"],
  "positions_angstrom": [[-0.433, 1.593, -0.031], [-1.553, 0.927, -1.385], [-1.167, 1.827, 0.838], [0.391, 0.982, 0.334], [-0.015, 2.509, -0.482], [2.674, 0.983, -0.678], [1.685, 0.988, -1.981], [2.476, 1.361, -1.564], [-1.071, -1.023, -0.093], [-2.483, -0.677, 0.192], [-1.789, -1.065, 0.690], [0.601, 0.082, 2.590], [0.581, -1.580, 2.667], [0.980, -0.723, 3.103], [0.461, -2.316, 0.101], [1.655, -2.539, -0.748], [1.350, -2.525, 0.221]],
  "forces_ev_per_angstrom": [[-2.15, 1.05, 0.26], [0.99, -0.03, -0.15], [1.61, -0.16, -1.17], [-0.11, -0.36, -0.11], [-0.06, -0.23, 0.71], [-0.90, 0.09, -1.17], [-0.05, -0.15, 0.82], [0.85, 0.06, 0.32], [-2.42, 0.40, 2.26], [-1.17, 0.98, -0.86], [3.54, -1.68, -0.87], [0.69, -2.45, 1.05], [1.02, 2.93, 0.98], [-1.76, -0.41, -2.07], [-2.69, 0.58, 0.04], [-0.39, 0.02, 2.21], [3.02, -0.64, -2.24]],
  "lowdin_charge": [-0.652, 0.109, 0.022, -0.035, -0.022, 0.043, 0.013, -0.102, -0.009, -0.090, -0.225, 0.060, 0.073, -0.163, -0.044, 0.087, -0.064],
  "relative_energy_kj_mol": 181.2,
  "spin_multiplicity": 1,
  "total_charge": -1
}

# 8
{
  "formula": "CH11O4S",
  "method": "ωB97M-V/def2-TZVPD",
  "symbols": ["C", "S", "H", "H", "H", "H", "H", "O", "H", "H", "O", "H", "H", "O", "H", "H", "O"],
  "positions_angstrom": [[-2.074, 1.554, -0.511], [-2.398, 0.008, 0.434], [-2.742, 2.337, -0.175], [-2.159, 1.387, -1.587], [-1.044, 1.891, -0.386], [0.641, 0.404, 2.274], [-0.537, -0.332, 1.549], [0.414, -0.411, 1.824], [-1.141, -0.520, -1.388], [-0.703, -1.974, -1.327], [-0.404, -1.116, -1.656], [3.497, 1.518, -0.587], [3.415, 0.142, -0.014], [4.007, 0.928, -0.026], [1.515, -0.771, 0.479], [1.258, -1.114, -0.951], [2.014, -0.978, -0.335]],
  "forces_ev_per_angstrom": [[0.48, -0.47, 0.10], [-0.26, 0.16, -0.01], [-0.15, 0.24, -0.17], [-0.42, 0.14, -0.04], [0.08, 0.10, 0.27], [-0.14, 0.15, 0.02], [0.00, 0.24, -0.28], [0.11, -0.29, 0.28], [0.30, -0.42, 0.50], [-0.09, 0.27, 0.05], [-0.10, -0.25, -0.70], [0.05, 0.11, -0.02], [0.21, 0.20, -0.19], [-0.21, -0.24, 0.07], [-0.01, -0.04, 0.16], [0.47, 0.35, 0.12], [-0.34, -0.26, -0.15]],
  "lowdin_charge": [-0.632, 0.228, -0.019, -0.007, 0.001, 0.035, -0.097, -0.133, -0.064, 0.043, -0.132, 0.016, -0.011, -0.108, -0.007, 0.006, -0.118],
  "relative_energy_kj_mol": 8.5,
  "spin_multiplicity": 1,
  "total_charge": -1
}

The calculation returns the following HOMO energy values, one per record and in order: -10.42; -9.74; -10.40; -9.93; -8.54; -1.57; -3.13; -3.59 eV.
The calculation returns the following Kohn-Sham gap values, one per record and in order: 0.3910; 0.3817; 0.4041; 0.3682; 0.2625; 0.0911; 0.2366; 0.2716 Ha.
The calculation returns the following energy values, one per record and in order: -10894.095; -10895.211; -12942.654; -12943.034; -34212.780; -60332.474; -20241.044; -20242.834 eV.